{
  "formula": "C5H12O",
  "method": "wB97M-V/def2-TZVPD",
  "elements": ["C", "C", "C", "C", "C", "H", "H", "H", "H", "H", "H", "H", "H", "H", "H", "H", "H", "O"],
  "coordinates": [[-1.74409, 1.79869, -0.01685], [-0.97245, 1.43355, -1.26477], [0.25633, 0.59493, -1.00462], [0.93615, 0.41879, 0.13361], [1.85368, -0.74244, 0.32959], [-2.50311, 1.05614, 0.25906], [-1.16092, 1.81302, 0.89954], [-2.30488, 2.73145, -0.08565], [-1.59489, 0.82626, -1.92682], [-0.73466, 2.35652, -1.80223], [0.60901, 0.03417, -1.86765], [0.83003, 1.20827, 0.87472], [2.30990, -1.00927, -0.63233], [2.62978, -0.56383, 1.07188], [1.39002, -1.65898, 0.69966], [-0.14467, -3.86724, 0.84876], [0.00433, -2.77096, 1.83042], [0.34044, -3.65906, 1.65368]],
  "forces_ev_per_angstrom": [[-1.0, -0.3, 1.0], [0.5, 0.2, 0.1], [0.3, -0.2, 0.0], [-0.6, 0.5, -0.6], [0.8, 0.0, 0.0], [0.0, -0.2, -0.4], [0.4, 0.4, -0.1], [0.2, 0.1, -0.1], [-0.1, 0.2, -0.1], [0.1, -0.1, -0.2], [-0.3, -0.4, 0.0], [-0.2, -0.6, 0.5], [0.1, 0.0, 0.2], [0.3, 0.3, -0.2], [-0.4, 0.2, -0.1], [0.1, -0.4, -0.1], [0.2, -0.1, 0.3], [-0.4, 0.4, -0.2]],
  "orbital_gap_ev": 9.80,
  "energy_ev": -7426.02824,
  "smiles": "C/C=C/CC.O"
}

{
  "formula": "C5H12O",
  "method": "wB97M-V/def2-TZVPD",
  "elements": ["C", "C", "C", "C", "C", "O", "H", "H", "H", "H", "H", "H", "H", "H", "H", "H", "H", "H"],
  "coordinates": [[-0.67377, 1.52191, -1.11560], [0.07432, 0.94771, 0.11307], [1.59153, 1.22793, -0.01525], [-0.13445, -0.56386, 0.28718], [-1.50482, -0.98489, 0.79489], [-1.51337, -2.40120, 0.85475], [-1.21624, 0.75541, -1.69137], [0.10883, 1.93387, -1.75523], [-1.37509, 2.33328, -0.87432], [-0.27705, 1.45589, 1.02447], [2.03757, 0.66326, -0.84713], [2.12765, 0.93732, 0.89489], [1.81894, 2.28558, -0.20451], [0.04059, -1.06295, -0.67614], [0.61691, -0.95255, 0.98757], [-2.30302, -0.61302, 0.12925], [-1.67856, -0.54898, 1.79289], [-2.37125, -2.68231, 1.19322]],
  "forces_ev_per_angstrom": [[0.2, 0.0, 0.0], [0.2, 0.0, 0.1], [0.0, 0.0, 0.1], [0.1, 0.0, 0.0], [0.1, 0.5, 0.0], [-0.3, -0.2, 0.1], [0.2, 0.2, 0.3], [-0.3, 0.1, -0.3], [0.2, -0.3, 0.0], [0.0, -0.1, -0.2], [-0.2, 0.0, 0.1], [-0.1, 0.0, -0.1], [-0.2, -0.2, 0.1], [0.0, 0.1, 0.1], [-0.1, 0.0, -0.1], [0.2, -0.1, 0.1], [0.0, -0.1, -0.2], [0.2, 0.0, -0.1]],
  "orbital_gap_ev": 11.31,
  "energy_ev": -7426.87476,
  "smiles": "CC(C)CCO"
}

{
  "formula": "C5H12O",
  "method": "wB97M-V/def2-TZVPD",
  "elements": ["C", "O", "C", "C", "C", "C", "H", "H", "H", "H", "H", "H", "H", "H", "H", "H", "H", "H"],
  "coordinates": [[1.74331, -0.58523, -0.23502], [2.74833, -0.20351, -1.23549], [0.27899, -0.72941, -0.68154], [-0.65507, -0.21983, 0.53805], [-2.09998, -0.15144, 0.03703], [-0.33691, 1.30631, 0.95335], [1.91756, 0.11051, 0.51886], [2.10896, -1.66526, -0.00546], [2.90871, 0.68368, -1.35023], [-0.13621, -1.74089, -1.10042], [0.10251, -0.16075, -1.65995], [-0.51240, -0.93563, 1.40216], [-2.32890, -1.02738, -0.67641], [-2.87577, -0.07835, 0.74874], [-2.31831, 0.79327, -0.68024], [0.00067, 1.85150, 0.06473], [0.59979, 1.30942, 1.72504], [-1.14529, 1.44296, 1.63681]],
  "forces_ev_per_angstrom": [[1.6, -3.3, -2.5], [-1.1, -4.0, -0.1], [-1.6, 0.6, -0.8], [0.7, 0.8, -1.5], [-0.2, 0.1, -3.9], [3.6, -3.5, 2.1], [-0.4, 0.7, 1.8], [-0.5, 2.0, 0.3], [0.0, 3.2, 0.1], [1.4, 1.2, 1.4], [0.2, 0.2, 1.6], [-0.3, 0.9, -0.8], [0.2, 1.0, 1.3], [-0.7, -0.1, 1.2], [1.0, -1.9, 1.6], [-1.1, 0.5, 0.5], [-1.9, 0.1, -1.9], [-0.8, 1.7, -0.3]],
  "orbital_gap_ev": 11.09,
  "energy_ev": -7424.93296,
  "smiles": "CC(C)CCO"
}

{
  "formula": "C5H12O",
  "method": "wB97M-V/def2-TZVPD",
  "elements": ["C", "C", "C", "C", "O", "C", "H", "H", "H", "H", "H", "H", "H", "H", "H", "H", "H", "H"],
  "coordinates": [[0.54094, 2.00205, 0.32566], [-0.00423, 1.36350, -0.91761], [0.73687, 0.87052, -1.90823], [0.86325, -1.97650, -0.64585], [1.43627, -2.11967, 0.40504], [-1.47324, -1.10047, 1.70879], [1.63538, 2.01167, 0.32402], [0.20633, 1.46789, 1.22337], [0.18852, 3.03639, 0.41717], [-1.09254, 1.32083, -1.00025], [-1.55484, -0.16142, 1.15177], [0.28528, 0.43292, -2.79562], [1.82532, 0.90147, -1.87299], [-0.22595, -1.78414, -0.70489], [1.39942, -2.03426, -1.61374], [-0.44114, -1.45855, 1.66516], [-2.14264, -1.84445, 1.26421], [-1.75987, -0.93305, 2.75086]],
  "forces_ev_per_angstrom": [[0.1, 0.0, 0.0], [0.1, 0.0, -0.2], [-0.1, 0.1, 0.1], [0.2, -0.1, 0.3], [-0.2, 0.1, -0.5], [0.0, 0.0, 0.0], [-0.2, 0.0, 0.0], [0.0, 0.1, -0.1], [0.0, -0.1, 0.0], [0.2, 0.0, 0.0], [0.0, -0.2, 0.1], [0.0, 0.1, 0.1], [-0.2, 0.0, 0.0], [0.2, 0.0, 0.1], [0.0, 0.0, 0.1], [-0.2, 0.1, 0.0], [0.1, 0.1, 0.1], [0.0, 0.0, -0.2]],
  "orbital_gap_ev": 10.81,
  "energy_ev": -7425.45493,
  "smiles": "C=CC.C=O.C"
}

{
  "formula": "C5H12O",
  "method": "wB97M-V/def2-TZVPD",
  "elements": ["C", "C", "C", "C", "C", "O", "H", "H", "H", "H", "H", "H", "H", "H", "H", "H", "H", "H"],
  "coordinates": [[0.88205, 0.20892, 0.33598], [-0.51781, 0.17773, -0.31048], [1.72215, -1.01946, -0.01869], [-1.30453, 1.41980, 0.10620], [-1.29417, -1.08259, 0.06189], [1.57146, 1.39154, -0.01839], [1.72063, 1.37769, -0.97112], [0.77313, 0.27446, 1.42413], [-0.38296, 0.19922, -1.40029], [2.74246, -0.86517, 0.32557], [1.73816, -1.17143, -1.09734], [1.32971, -1.91194, 0.45765], [-2.23332, 1.49090, -0.45504], [-1.54244, 1.37289, 1.16656], [-0.71713, 2.31704, -0.07183], [-1.33636, -1.19500, 1.14308], [-2.31244, -1.01226, -0.31423], [-0.83858, -1.97234, -0.36364]],
  "forces_ev_per_angstrom": [[-0.2, -0.5, -0.3], [0.1, 0.2, 0.4], [-0.1, 0.3, 0.2], [0.2, -0.1, -0.2], [0.2, 0.1, -0.2], [0.2, 0.3, -0.2], [0.0, 0.0, 0.0], [-0.1, 0.0, 0.0], [0.1, 0.0, 0.0], [0.1, 0.0, 0.0], [0.0, 0.0, -0.1], [0.0, -0.2, 0.0], [-0.1, 0.0, 0.0], [-0.1, 0.0, 0.2], [0.0, 0.1, 0.0], [0.0, 0.0, 0.2], [-0.1, 0.0, 0.0], [0.0, -0.1, 0.0]],
  "orbital_gap_ev": 11.19,
  "energy_ev": -7427.21254,
  "smiles": "CC(C)[C@@H](C)O"
}

{
  "formula": "C5H12O",
  "method": "wB97M-V/def2-TZVPD",
  "elements": ["C", "C", "C", "C", "C", "H", "H", "H", "H", "H", "H", "H", "H", "H", "H", "O", "H", "H"],
  "coordinates": [[-0.38343, -0.07358, 0.08212], [0.10100, -0.53405, 1.27061], [0.40904, 0.45990, -1.10183], [-0.90608, -0.91069, 2.38321], [1.57523, -0.64997, 1.61706], [-1.48042, -0.07419, 0.03521], [-0.03971, 0.26511, -2.09041], [1.45036, 0.09632, -1.11035], [0.41810, 1.54908, -0.92802], [-0.40726, -0.98780, 3.36394], [-1.27322, -1.91026, 2.09568], [-1.77078, -0.23289, 2.48063], [2.12492, -1.47211, 1.12866], [1.67495, -0.76055, 2.70996], [2.03409, 0.30710, 1.31696], [-1.49712, 1.53410, -4.20397], [-1.45803, 2.17925, -4.94593], [-0.57166, 1.21519, -4.10357]],
  "forces_ev_per_angstrom": [[0.4, -1.0, 1.2], [-0.9, 0.6, -0.9], [0.0, 0.1, 0.7], [0.5, -0.5, -0.6], [-0.2, 0.6, 0.1], [0.4, 0.3, -0.3], [0.0, 0.0, 0.6], [-0.4, 0.1, 0.0], [0.2, -0.2, -0.5], [-0.2, 0.0, -0.4], [-0.1, 0.2, 0.5], [0.5, -0.2, -0.2], [-0.4, 0.3, 0.1], [0.2, 0.0, -0.5], [0.2, -0.4, 0.2], [1.0, 0.3, -0.7], [0.0, -0.7, 0.8], [-1.0, 0.4, -0.2]],
  "orbital_gap_ev": 9.42,
  "energy_ev": -7426.24514,
  "smiles": "CC=C(C)C.O"
}

{
  "formula": "C5H12O",
  "method": "wB97M-V/def2-TZVPD",
  "elements": ["C", "O", "C", "C", "C", "C", "H", "H", "H", "H", "H", "H", "H", "H", "H", "H", "H", "H"],
  "coordinates": [[-0.91997, 1.64095, -1.06187], [-1.17732, 0.67091, -0.19774], [-0.44290, 0.25126, 0.77481], [0.82222, -1.24785, -1.57240], [0.83654, 0.93951, 1.05720], [-0.91998, -0.96544, 1.49232], [0.43664, -0.23203, -1.72349], [-0.15606, 2.37135, -0.83298], [-1.72630, 1.81636, -1.75750], [1.31489, -1.57774, -2.48918], [1.54146, -1.26234, -0.74798], [-0.00897, -1.91954, -1.33979], [1.39505, 1.10554, 0.12083], [0.68432, 1.93357, 1.50658], [1.45452, 0.34407, 1.73453], [-1.00650, -0.79451, 2.57335], [-1.90019, -1.26453, 1.11108], [-0.22745, -1.80954, 1.35223]],
  "forces_ev_per_angstrom": [[0.0, 0.4, -0.1], [-0.4, -0.2, -0.1], [0.4, -0.1, 0.4], [0.0, 0.0, 0.0], [0.0, 0.0, 0.0], [-0.1, 0.0, 0.0], [0.1, -0.2, 0.0], [-0.1, -0.1, 0.0], [0.1, 0.0, 0.1], [0.0, 0.0, 0.1], [-0.1, 0.0, -0.2], [0.1, 0.1, -0.1], [-0.1, 0.0, 0.1], [0.0, -0.1, -0.1], [-0.1, 0.1, -0.1], [0.0, 0.0, -0.1], [0.1, 0.1, 0.1], [-0.1, 0.1, 0.0]],
  "orbital_gap_ev": [7.64, 7.96],
  "energy_ev": -7423.86155
}

{
  "formula": "C5H12O",
  "method": "wB97M-V/def2-TZVPD",
  "elements": ["C", "C", "C", "C", "C", "O", "H", "H", "H", "H", "H", "H", "H", "H", "H", "H", "H", "H"],
  "coordinates": [[0.04474, 0.27121, -1.73466], [-0.17356, 0.64827, -0.26757], [0.34688, 2.05799, 0.01054], [0.46733, -0.38637, 0.66589], [-0.31392, -1.70354, 0.74491], [-0.72062, -1.88799, 2.09166], [-0.26579, -0.76020, -1.94243], [1.10887, 0.35446, -1.99251], [-0.51441, 0.92994, -2.40875], [-1.25511, 0.64380, -0.06434], [1.41637, 2.13719, -0.22364], [0.21240, 2.32704, 1.06440], [-0.18320, 2.80031, -0.59757], [1.50443, -0.56606, 0.35090], [0.51167, 0.00852, 1.68733], [0.29695, -2.55306, 0.40362], [-1.19547, -1.65423, 0.08417], [-1.28757, -2.66729, 2.12804]],
  "forces_ev_per_angstrom": [[0.0, 0.0, -0.1], [0.0, 0.0, 0.0], [0.0, 0.1, 0.0], [0.0, 0.0, 0.0], [0.2, 0.1, -0.4], [-0.2, -0.2, 0.1], [0.0, 0.2, 0.0], [-0.1, 0.0, 0.1], [0.1, -0.1, 0.1], [0.1, 0.0, 0.0], [-0.1, 0.0, 0.0], [0.0, 0.0, -0.2], [0.1, -0.1, 0.1], [-0.1, 0.0, 0.0], [0.0, 0.0, -0.1], [-0.1, 0.1, 0.1], [0.1, 0.0, 0.1], [0.1, 0.1, 0.1]],
  "orbital_gap_ev": 11.21,
  "energy_ev": -7426.94856,
  "smiles": "CC(C)CCO"
}

{
  "formula": "C5H12O",
  "method": "wB97M-V/def2-TZVPD",
  "elements": ["C", "C", "C", "C", "C", "O", "H", "H", "H", "H", "H", "H", "H", "H", "H", "H", "H", "H"],
  "coordinates": [[-1.39484, 1.34211, -0.28840], [-0.61111, 0.14614, 0.36917], [-1.25067, -1.18828, -0.06818], [0.86449, 0.27876, -0.03741], [1.88060, -0.53007, 0.76571], [0.93599, -0.07441, -1.41515], [-1.29882, 2.25538, 0.30880], [-1.01391, 1.55710, -1.29793], [-2.47697, 1.17161, -0.41697], [-0.67884, 0.24483, 1.46243], [-0.63544, -1.82964, -0.70968], [-1.69763, -1.79087, 0.73434], [-2.04403, -0.78984, -0.68001], [1.10363, 1.34769, 0.08533], [2.89634, -0.28389, 0.42357], [1.73578, -1.60862, 0.63613], [1.83662, -0.28917, 1.83330], [1.84881, 0.04116, -1.70505]],
  "forces_ev_per_angstrom": [[0.1, 0.0, 0.2], [-0.1, 0.3, -0.1], [-0.2, 0.2, -0.2], [-0.1, 0.2, 0.3], [0.0, 0.0, 0.0], [0.3, 0.1, -0.2], [0.1, -0.1, -0.1], [0.0, -0.2, 0.3], [0.4, -0.2, 0.3], [0.1, 0.1, -0.2], [0.1, 0.3, 0.3], [0.3, 0.3, -0.1], [-0.6, -0.9, -0.4], [0.1, -0.1, -0.1], [-0.2, -0.1, 0.0], [-0.1, 0.2, 0.0], [-0.1, 0.0, -0.1], [-0.2, 0.0, 0.0]],
  "orbital_gap_ev": 11.14,
  "energy_ev": -7426.79400,
  "smiles": "CC(C)[C@@H](C)O"
}

{
  "formula": "C5H12O",
  "method": "wB97M-V/def2-TZVPD",
  "elements": ["C", "C", "C", "C", "O", "C", "H", "H", "H", "H", "H", "H", "H", "H", "H", "H", "H", "H"],
  "coordinates": [[-1.09533, -1.94959, 0.47350], [-1.31710, -0.46598, 0.18817], [-0.06621, 0.25533, -0.30989], [-0.37659, 1.67019, -0.79793], [0.84622, 0.29342, 0.77905], [2.19623, 0.40426, 0.40505], [-0.84696, -2.49987, -0.44305], [-0.28049, -2.08515, 1.19158], [-1.99745, -2.40396, 0.89693], [-1.65239, 0.04089, 1.10313], [-2.11216, -0.33869, -0.55732], [0.37642, -0.33408, -1.13393], [-1.04474, 1.64852, -1.66531], [0.52993, 2.21084, -1.09243], [-0.86223, 2.24131, 0.00100], [2.59896, -0.55301, 0.03519], [2.34928, 1.16815, -0.37212], [2.75461, 0.69742, 1.29840]],
  "forces_ev_per_angstrom": [[0.0, 0.0, 0.0], [0.0, 0.1, 0.0], [-0.2, -0.1, -0.1], [0.0, 0.0, 0.0], [0.0, 0.0, 0.1], [0.2, 0.0, -0.1], [0.0, 0.1, 0.2], [-0.1, 0.0, -0.1], [0.1, 0.1, -0.1], [0.1, 0.0, -0.2], [0.1, 0.0, 0.1], [0.0, 0.1, 0.1], [0.1, 0.0, 0.1], [-0.1, -0.1, 0.1], [0.1, -0.1, -0.1], [-0.1, 0.1, 0.0], [0.0, -0.1, 0.2], [0.0, 0.0, -0.2]],
  "orbital_gap_ev": 10.86,
  "energy_ev": -7426.76910,
  "smiles": "CC[C@@H](C)OC"
}

{
  "formula": "C5H12O",
  "method": "wB97M-V/def2-TZVPD",
  "elements": ["C", "C", "C", "C", "C", "H", "H", "H", "H", "H", "H", "H", "H", "H", "H", "H", "H", "O"],
  "coordinates": [[1.30623, 0.39175, -0.76629], [-0.16362, 0.52803, -0.27065], [-1.20998, -0.27737, -0.99967], [-0.89930, -1.49250, -1.50383], [-2.60018, 0.21618, -0.69815], [1.85990, -0.55354, -0.58686], [0.97841, 0.56471, -1.88480], [1.97061, 1.27936, -0.26122], [-0.40255, 0.31833, 0.76158], [-0.30247, 1.60969, -0.35328], [-1.59775, -2.23211, -1.92708], [0.13513, -1.81029, -1.52372], [-2.60641, 1.21852, -1.15778], [-3.24460, -0.44303, -1.40889], [-3.08053, 0.12670, 0.27076], [3.76444, 0.15989, 4.66748], [2.61101, 0.01852, 3.90281], [3.48164, 0.37717, 3.73960]],
  "forces_ev_per_angstrom": [[-0.3, 1.8, -0.2], [0.9, 0.3, -0.1], [0.5, -1.6, 1.6], [-0.4, 0.7, -0.1], [-1.1, -1.3, -3.9], [-0.6, 0.5, -0.3], [2.1, -0.3, 1.7], [-1.6, -2.1, -1.7], [0.5, -0.1, 0.7], [-0.6, -0.1, -0.2], [0.1, 0.7, 0.4], [0.1, 0.1, -0.1], [-0.6, 0.0, 0.7], [0.6, 1.2, 1.2], [0.7, 0.2, 0.3], [0.7, 0.7, -1.2], [-1.0, 0.0, -1.0], [0.3, -0.6, 2.2]],
  "orbital_gap_ev": 9.97,
  "energy_ev": -7425.13327,
  "smiles": "C=C(C)CC.O"
}

{
  "formula": "C5H12O",
  "method": "wB97M-V/def2-TZVPD",
  "elements": ["C", "C", "C", "C", "O", "C", "H", "H", "H", "H", "H", "H", "H", "H", "H", "H", "H", "H"],
  "coordinates": [[-0.41922, 0.35872, 2.42040], [0.50088, -0.09785, 1.27463], [0.10443, 0.20386, -0.18692], [1.35423, 0.16754, -1.12026], [-0.87544, -0.75339, -0.55145], [-1.31886, -0.57309, -1.86742], [-0.59410, 1.44123, 2.41996], [-1.39245, -0.14266, 2.42760], [0.06604, 0.12409, 3.37698], [0.61740, -1.18781, 1.34383], [1.49049, 0.34451, 1.44542], [-0.35030, 1.21142, -0.24542], [1.93037, 1.09025, -1.00468], [1.18053, 0.09197, -2.20331], [1.98954, -0.68862, -0.87096], [-1.86965, 0.36795, -1.97812], [-0.46654, -0.54091, -2.54106], [-1.94734, -1.41722, -2.13922]],
  "forces_ev_per_angstrom": [[0.0, 0.0, -0.1], [0.1, 0.0, -0.1], [0.3, 0.2, 0.1], [0.1, 0.0, 0.2], [0.1, -0.1, 0.2], [-0.1, 0.0, -0.2], [0.0, -0.1, -0.1], [0.2, 0.1, -0.2], [-0.1, 0.0, -0.2], [0.1, 0.2, -0.1], [-0.1, -0.1, -0.1], [0.1, -0.2, 0.0], [0.0, -0.1, 0.2], [-0.3, 0.1, 0.5], [0.0, 0.1, 0.1], [-0.1, 0.0, 0.0], [-0.2, -0.1, -0.3], [-0.1, 0.0, 0.1]],
  "orbital_gap_ev": 10.89,
  "energy_ev": -7426.51785,
  "smiles": "CC[C@@H](C)OC"
}

{
  "formula": "C5H12O",
  "method": "wB97M-V/def2-TZVPD",
  "elements": ["C", "O", "C", "C", "C", "C", "H", "H", "H", "H", "H", "H", "H", "H", "H", "H", "H", "H"],
  "coordinates": [[2.75943, 0.23047, 0.31030], [1.42511, 0.64562, 0.13269], [0.52735, -0.39025, -0.19294], [-0.85858, 0.20445, -0.41336], [-1.31654, 0.98375, 0.81877], [-1.85145, -0.89603, -0.78617], [2.85633, -0.86305, 0.30605], [3.13129, 0.60098, 1.27271], [3.39389, 0.63600, -0.48878], [0.85876, -0.92201, -1.10153], [0.48633, -1.13066, 0.62762], [-0.77854, 0.90484, -1.25587], [-0.58836, 1.75803, 1.07323], [-2.28893, 1.45895, 0.64592], [-1.41858, 0.31619, 1.68479], [-1.54706, -1.43305, -1.69227], [-1.94408, -1.62966, 0.02483], [-2.84637, -0.47456, -0.96597]],
  "forces_ev_per_angstrom": [[0.3, -0.1, 0.0], [0.0, 0.1, 0.0], [-0.2, -0.2, 0.0], [0.0, 0.0, 0.0], [0.0, 0.0, 0.0], [0.0, 0.0, 0.0], [0.0, 0.1, 0.0], [-0.1, 0.0, -0.1], [-0.1, -0.1, 0.1], [0.0, 0.1, 0.1], [0.0, 0.1, -0.1], [0.0, -0.1, 0.1], [-0.1, -0.1, 0.0], [0.1, -0.1, 0.0], [0.0, 0.1, -0.1], [0.0, 0.1, 0.1], [0.0, 0.1, -0.1], [0.1, -0.1, 0.0]],
  "orbital_gap_ev": 10.80,
  "energy_ev": -7426.63667,
  "smiles": "COCC(C)C"
}